Record 1
The following is a quantum chemistry calculation of the molecule C2H5N3S at a distorted geometry, from OMol25.

## Properties
**DFT total energy**: -17457.729 eV
**Maximum force**: 0.0931 hartree/bohr
**Structure (SMILES)**: CNNSC#N
**Energy above the lowest of the compared OMol25 structures with the same formula, charge and spin**: 3.383 eV

```
11
Properties=species:S:1:pos:R:3:forces:R:3:nbo_charge:R:1
C 2.05311 -0.67348 2.38340 0.988 -0.414 -0.666 0.0209
C -0.41529 -0.36992 0.05072 -1.243 -0.734 -2.028 -0.4538
N 1.39912 -0.77297 3.31826 -0.480 -0.099 1.077 -0.3380
N 0.21435 0.55996 0.90525 -0.102 1.935 -4.379 -0.4036
N 1.48183 0.85279 0.49712 1.126 0.876 0.044 -0.4624
S 2.76574 -0.50042 0.87825 -0.367 0.036 0.009 0.2977
H -1.28352 -0.82882 0.48090 -0.358 -0.238 0.669 0.2201
H -0.85128 0.06089 -0.93002 1.176 -0.274 1.428 0.1988
H 0.32209 -1.14913 -0.14890 -0.216 -0.428 -0.515 0.1879
H 0.25560 0.29588 1.80084 -0.362 -0.878 4.332 0.3740
H 1.51012 0.81534 -0.52178 -0.161 0.217 0.029 0.3583
```
Forces are in eV/Å.

Record 2
The following is a quantum chemistry calculation of the molecule C2H5N3S at a distorted geometry, from OMol25.

## Properties
**DFT total energy**: -17459.412 eV
**Maximum force**: 0.0382 hartree/bohr
**Structure (SMILES)**: [H]/N=C\N(S)/C=N\[H]
**Energy above the lowest of the compared OMol25 structures with the same formula, charge and spin**: 1.700 eV

```
11
Properties=species:S:1:pos:R:3:forces:R:3:nbo_charge:R:1
C 1.17065 -0.66572 -0.02579 0.407 -1.118 0.154 0.2774
C -1.24650 -0.69569 -0.10285 -1.173 1.363 -0.324 0.2667
H 0.15796 2.00567 1.11080 0.018 0.227 0.508 0.1183
H 0.98645 -1.72359 0.12031 0.071 -0.293 0.027 0.1625
H 2.38646 0.70959 -0.36332 0.260 0.207 0.097 0.3377
H -1.15746 -1.76102 -0.20382 0.321 -0.404 0.025 0.1875
H -2.28897 0.83964 -0.02299 -0.106 0.879 -0.138 0.3359
N -0.05644 0.01756 0.04137 1.864 0.556 -0.286 -0.6073
N 2.37340 -0.29485 -0.19312 -1.169 0.267 -0.034 -0.6387
N -2.38269 -0.14458 -0.18431 0.045 -1.329 0.317 -0.6370
S 0.05713 1.71297 -0.17628 -0.539 -0.355 -0.346 0.1970
```
Forces are in eV/Å.

Record 3
The following is a quantum chemistry calculation of a structure of composition C2H5N3S at a distorted geometry, from OMol25.

## Properties
**DFT total energy**: -17456.410 eV
**Maximum force**: 0.0907 hartree/bohr
**Energy above the lowest of the compared OMol25 structures with the same formula, charge and spin**: 4.702 eV

```
11
Properties=species:S:1:pos:R:3:forces:R:3:nbo_charge:R:1
C 1.17325 -0.89649 0.74635 -2.058 2.273 -0.981 -0.0310
C -0.65979 -0.76265 -0.71373 1.237 0.187 -1.285 -0.1115
N 0.59357 -1.37362 -0.23717 -0.393 -0.441 0.291 -0.4139
N 0.44079 2.00399 -0.29272 2.177 2.567 -0.578 -1.0977
N -1.16092 0.36558 0.10724 -0.362 -1.894 4.249 -0.7503
S 0.16154 1.15652 0.95851 -0.769 -1.363 -1.743 1.0407
H 2.03061 -1.31417 1.21286 0.843 -0.061 0.420 0.1961
H -0.47666 -0.52659 -1.81007 -0.187 0.503 1.441 0.2210
H -1.37217 -1.55999 -0.78126 -0.636 -0.326 0.420 0.2091
H 0.91423 2.95765 -0.22516 -0.645 -1.966 0.556 0.3826
H -1.64445 -0.05022 1.03514 0.792 0.522 -2.789 0.3549
```
Forces are in eV/Å.

Record 4
The following is a quantum chemistry calculation of a cluster of 2 separate species, C2H5N3S2 in total at a distorted geometry, from OMol25.

## Properties
**DFT total energy**: -28290.001 eV
**Maximum force**: 0.1253 hartree/bohr
**Energy above the lowest of the compared OMol25 structures with the same formula, charge and spin**: 6.666 eV

```
12
Properties=species:S:1:pos:R:3:forces:R:3:nbo_charge:R:1
C -0.15222 0.62518 -0.98657 -5.436 -3.082 -1.578 0.2563
C -1.77471 -1.28007 -0.39093 0.171 0.452 -1.602 0.2963
H 0.61481 3.35208 1.01120 2.068 -3.055 -0.146 0.1044
H -0.85341 0.78115 -1.91744 1.161 -1.102 1.708 0.1915
H 0.63947 -0.87265 1.83287 0.092 -0.208 -0.053 0.1193
H -1.58310 -2.42717 -0.36433 -0.580 2.028 0.462 0.1876
H -3.26292 0.16883 -1.01889 1.862 -2.205 0.921 0.3867
N 0.41962 1.65445 -0.68893 3.307 1.398 0.708 -0.5641
N -0.44181 -0.57792 -0.16015 -1.751 0.719 -1.952 -0.6891
N -2.91945 -0.84535 -0.80504 1.367 0.542 0.487 -0.6719
S 1.49590 1.50775 0.65565 -2.131 4.720 1.050 0.1352
S 0.79149 -1.42594 0.61312 -0.130 -0.207 -0.004 0.2479
```
Forces are in eV/Å.

Record 5
The following is a quantum chemistry calculation of the molecule C2H5N3S2 at a distorted geometry, from OMol25.

## Properties
**DFT total energy**: -28293.739 eV
**Maximum force**: 0.0352 hartree/bohr
**Structure (SMILES)**: N/N=C\N(S)C=S
**Energy above the lowest of the compared OMol25 structures with the same formula, charge and spin**: 2.929 eV

```
12
Properties=species:S:1:pos:R:3:forces:R:3:nbo_charge:R:1
C -0.11539 -0.26612 1.15266 0.105 0.480 -0.427 0.1899
C 1.48494 0.11342 -0.70529 -0.045 -0.039 -0.503 -0.0422
H -2.46066 -1.36055 -0.64179 0.466 0.108 0.661 0.3663
H -0.87323 -1.43730 -1.12239 -0.464 0.931 0.894 0.3776
H 0.15069 -0.16772 2.20616 -0.187 -0.194 -0.270 0.1989
H -0.43410 2.59445 0.07179 0.050 -0.120 0.080 0.1242
H 1.93697 0.96951 -1.22477 0.278 -0.570 -0.106 0.2068
N -1.55369 -0.90406 -0.51714 0.680 -0.565 -0.964 -0.6837
N -1.16491 -0.89088 0.82070 0.017 -0.009 -0.166 -0.2202
N 0.72705 0.58441 0.29047 -1.253 -0.421 1.237 -0.5798
S 0.66617 2.24974 0.77244 0.229 -0.450 -0.483 0.2091
S 1.63615 -1.48490 -1.10284 0.124 0.850 0.048 -0.1468
```
Forces are in eV/Å.

Record 6
The following is a quantum chemistry calculation of a structure of composition C2H5N4 at a distorted geometry, from OMol25.

## Properties
**DFT total energy**: -8100.793 eV
**Maximum force**: 0.1788 hartree/bohr
**Total charge**: +1
**Energy above the lowest of the compared OMol25 structures with the same formula, charge and spin**: 2.496 eV
**2S+1**: 3
**Expectation value of S²**: 2.0114

```
11
Properties=species:S:1:pos:R:3:forces:R:3:lowdin_charge:R:1
C 1.01247 1.26752 -0.84891 -0.944 -1.843 1.727 -0.0065
C -0.61141 -0.79473 0.50213 -2.756 -0.521 -1.445 -0.0698
N 0.07699 1.55144 -1.54923 -0.470 -0.273 0.018 0.1969
N 1.12764 -0.43071 1.35324 7.678 0.574 5.024 0.0000
N 0.53270 0.06685 0.32465 -1.942 3.048 -5.122 0.0245
N 0.16870 -1.27313 1.62017 -2.263 -1.265 -0.486 0.1496
H 2.05284 1.44556 -0.64354 0.278 0.123 0.033 0.1299
H -1.55065 -0.30061 0.75845 0.000 0.053 -0.010 0.1370
H -0.77534 -1.50637 -0.31117 -0.021 -0.050 0.081 0.1377
H 0.06112 2.19908 -2.32156 0.341 0.252 -0.117 0.1153
H 0.04121 -1.87117 2.42107 0.099 -0.099 0.297 0.1855
```
Forces are in eV/Å.

Record 7
The following is a quantum chemistry calculation of the ion C2H5N4O with charge +1 at a distorted geometry, from OMol25.

## Properties
**DFT total energy**: -10148.126 eV
**Maximum force**: 0.0759 hartree/bohr
**Total charge**: +1
**Energy above the lowest of the compared OMol25 structures with the same formula, charge and spin**: 8.110 eV

```
12
Properties=species:S:1:pos:R:3:forces:R:3:nbo_charge:R:1
C -0.99720 -0.82197 0.93414 -1.254 2.093 -0.779 0.1308
C 0.24185 -0.84206 0.49312 1.442 -0.570 -0.678 0.2083
N 0.46568 0.19012 -0.60020 0.102 -0.282 1.144 -0.3372
N 0.00129 1.47803 -0.63753 1.646 1.570 0.705 -0.2751
N -1.31086 1.62315 -0.56788 -2.315 -3.114 0.436 0.2400
N 1.29075 -1.72546 0.54469 -1.909 -1.093 1.540 -0.7587
O -1.84078 2.65552 -0.47125 0.600 1.732 -0.079 -0.2287
H -1.96957 -0.30229 1.22767 1.714 -1.138 -0.041 0.3076
H 0.27903 -0.29654 -1.45493 -0.168 -0.068 -0.758 0.4069
H 0.56620 2.34260 -0.36932 -0.239 -1.780 -0.286 0.4261
H 1.22640 -2.69490 0.98841 -0.197 2.190 -0.804 0.4479
H 2.04721 -1.60619 -0.08691 0.579 0.460 -0.399 0.4321
```
Forces are in eV/Å.

Record 8
The following is a quantum chemistry calculation of the ion C2H5N4O with charge +1 at a distorted geometry, from OMol25.

## Properties
**DFT total energy**: -10152.664 eV
**Maximum force**: 0.0617 hartree/bohr
**Total charge**: +1
**Structure (SMILES)**: NC(N)=[NH+]N=C=O
**Energy above the lowest of the compared OMol25 structures with the same formula, charge and spin**: 3.571 eV

```
12
Properties=species:S:1:pos:R:3:forces:R:3:nbo_charge:R:1
N -0.94918 1.24388 0.87581 0.857 -2.488 -0.920 -0.8052
C -0.09236 0.53472 -0.03078 -0.742 0.562 1.667 0.8007
N -0.54547 0.18726 -1.25247 1.026 0.079 -0.025 -0.8255
N 1.21302 0.25287 0.43844 -0.664 2.202 -2.183 -0.4462
N 1.24534 -0.87594 1.29682 -0.865 -1.186 -0.547 -0.3807
C 0.85915 -1.93890 0.70443 0.611 1.501 1.454 0.8649
O 0.53316 -2.95937 0.32703 -0.195 -0.766 -0.384 -0.3602
H -1.92308 0.93596 0.77068 0.290 0.609 -0.165 0.4035
H -0.83311 2.23232 0.62016 0.050 -0.153 0.571 0.4386
H -0.00314 0.49348 -2.07120 -0.051 -1.212 0.319 0.4561
H -1.41978 -0.32694 -1.37309 -0.134 1.118 -0.103 0.4608
H 1.91545 0.22064 -0.30583 -0.183 -0.265 0.317 0.3931
```
Forces are in eV/Å.

Record 9
The following is a quantum chemistry calculation of the ion C2H5N4S with charge +1 at a distorted geometry, from OMol25.

## Properties
**DFT total energy**: -18939.810 eV
**Maximum force**: 0.1217 hartree/bohr
**Total charge**: +1
**Energy above the lowest of the compared OMol25 structures with the same formula, charge and spin**: 4.059 eV

```
12
Properties=species:S:1:pos:R:3:forces:R:3:nbo_charge:R:1
C 0.34553 0.54142 -0.07091 1.748 -0.166 0.285 0.0040
C -0.85080 1.44601 -0.03943 -1.138 -1.843 2.070 -0.6962
N 1.57260 -1.43161 0.10015 4.256 4.556 -0.561 0.0438
N 2.61033 -0.36371 0.04201 -2.686 -4.188 0.376 -0.3835
N 0.42977 -0.83600 -0.02178 -1.164 3.018 0.065 0.0440
N -0.66806 -1.58312 -0.24223 1.472 -3.355 -0.706 -0.5868
S 1.99349 1.11110 -0.08010 -2.250 -1.757 0.188 0.9078
H -1.66058 1.09786 -0.74660 1.070 1.152 0.334 0.2805
H -1.34572 1.45904 1.01846 0.804 -0.639 -1.575 0.2783
H -0.41785 2.42572 0.00546 -0.431 0.865 -1.175 0.2732
H -1.53335 -1.27484 0.07523 -1.421 1.066 0.973 0.4066
H -0.47536 -2.59189 -0.04026 -0.260 1.293 -0.273 0.4284
```
Forces are in eV/Å.

Record 10
The following is a quantum chemistry calculation of the molecule C2H5N5 at a distorted geometry, from OMol25.

## Properties
**DFT total energy**: -9603.185 eV
**Maximum force**: 0.0913 hartree/bohr
**Structure (SMILES)**: NCc1nn[nH]n1
**Energy above the lowest of the compared OMol25 structures with the same formula, charge and spin**: 2.836 eV

```
12
Properties=species:S:1:pos:R:3:forces:R:3:nbo_charge:R:1
C 1.13464 0.69747 0.16812 -1.906 0.035 4.289 -0.2494
C -0.30746 0.28324 0.21035 2.486 1.124 -1.527 0.2577
H 1.78115 -1.33770 0.17171 -0.539 1.010 0.516 0.3858
H 2.07356 -0.48350 -1.15079 0.193 0.205 1.109 0.3567
H 1.28382 1.07673 1.27941 0.244 -0.449 -2.019 0.1927
H 1.07208 1.59591 -0.43168 1.159 -0.099 -0.566 0.2333
H -2.73028 -1.49919 -0.18303 1.696 1.115 0.622 0.4120
N 2.01444 -0.38017 -0.11331 1.549 -0.574 -2.758 -0.8340
N -1.26337 1.21836 -0.01967 -0.855 -0.852 -0.442 -0.2414
N -2.32632 0.54267 -0.20602 -1.368 -1.114 2.151 -0.0209
N -2.02339 -0.78553 0.16866 -2.415 1.265 -3.385 -0.2310
N -0.70887 -0.92828 0.10625 -0.245 -1.665 2.010 -0.2615
```
Forces are in eV/Å.